DFT (ωB97M-V with the def2-TZVPD basis set) results for a structure of composition C37H42ErF3NO4P2SSe2.

CARTESIAN COORDINATES (ANGSTROEM)
Er (-0.46292, -1.22900, -0.49787)
C (2.33197, -1.34262, 1.67918)
P (0.68030, -1.20572, 2.59952)
C (0.99338, 0.14271, 3.76185)
C (2.25322, 0.35332, 4.37010)
C (2.41187, 1.50125, 5.17066)
C (1.33752, 2.32722, 5.45146)
C (0.04711, 1.96358, 5.04471)
C (-0.13139, 0.91415, 4.13236)
C (0.60765, -2.59751, 3.75039)
C (1.56676, -3.60270, 3.85257)
C (1.40534, -4.62846, 4.77257)
C (0.36104, -4.64075, 5.67155)
C (-0.61184, -3.61570, 5.58099)
C (-0.48024, -2.61872, 4.65257)
C (2.53536, -0.41180, 0.54058)
C (3.74109, 0.28568, 0.32409)
C (3.50759, 1.08686, -0.83078)
C (2.18351, 0.91857, -1.25381)
C (1.57773, 1.56470, -2.43525)
P (0.00179, 2.60944, -2.25107)
C (-0.45361, 2.58007, -4.00716)
C (0.32422, 2.96648, -5.10371)
C (-0.02957, 2.59330, -6.39770)
C (-1.27021, 2.03436, -6.66536)
C (-2.12794, 1.77034, -5.59291)
C (-1.75186, 2.03511, -4.26642)
C (0.51289, 4.26066, -1.84866)
C (1.40839, 4.53764, -0.75321)
C (1.49864, 5.84108, -0.25919)
C (0.76334, 6.88020, -0.80951)
C (-0.19106, 6.60573, -1.79951)
C (-0.28454, 5.31220, -2.35800)
N (1.55761, -0.01227, -0.34656)
H (2.41257, -2.38278, 1.38046)
H (3.12021, -1.26457, 2.43636)
H (3.09860, -0.27290, 4.19344)
H (3.42619, 1.79921, 5.50291)
H (1.52467, 3.28049, 5.97705)
H (-0.78580, 2.59768, 5.40878)
H (-1.07994, 0.75453, 3.60913)
H (2.52470, -3.56989, 3.29309)
H (2.13893, -5.42770, 4.76071)
H (0.25643, -5.36654, 6.46810)
H (-1.53059, -3.71023, 6.17565)
H (-1.23573, -1.84257, 4.55717)
H (4.59384, 0.18056, 0.96019)
H (4.26088, 1.74597, -1.30173)
H (1.40187, 0.81614, -3.21117)
H (2.32723, 2.27407, -2.83839)
H (1.20606, 3.57230, -4.99338)
H (0.65293, 2.87466, -7.19616)
H (-1.51996, 1.74822, -7.71486)
H (-3.13153, 1.39009, -5.74659)
H (-2.38599, 1.79369, -3.42243)
H (2.07620, 3.80574, -0.32358)
H (2.21147, 6.13128, 0.52245)
H (0.87637, 7.89031, -0.47627)
H (-0.77181, 7.46925, -2.21409)
H (-0.98204, 5.13296, -3.16777)
C (-4.46399, -2.16142, -0.82255)
Se (-2.97111, -2.60243, 0.33399)
C (-2.57880, -4.61437, 0.08833)
C (-1.51655, -4.98086, 1.08110)
Se (0.34934, -4.11111, 0.77166)
C (0.88137, -4.83180, -0.95909)
H (-5.35278, -2.69107, -0.40917)
H (-4.26822, -2.40729, -1.88912)
H (-4.50469, -1.07247, -0.72826)
H (-2.20055, -4.62303, -0.90765)
H (-3.56738, -5.13761, 0.16531)
H (-1.22574, -6.05485, 1.08289)
H (-1.72257, -4.63862, 2.09688)
H (0.00845, -4.81142, -1.61177)
H (1.21953, -5.90319, -0.86204)
H (1.73839, -4.26728, -1.32970)
F (-1.71435, -3.11111, -5.31440)
C (-0.82408, -3.22267, -4.29876)
F (0.25086, -3.92895, -4.76478)
F (-1.49461, -3.91247, -3.30784)
S (-0.15426, -1.63505, -3.46371)
O (0.77693, -2.09509, -2.35154)
O (0.37337, -0.86185, -4.57620)
O (-1.26521, -1.01274, -2.61831)
C (-1.63972, 2.77459, 1.33462)
C (-2.27743, 1.46158, 0.91229)
O (-1.40279, 0.71896, -0.06655)
H (-2.26721, 3.27141, 2.07178)
H (-1.53879, 3.40181, 0.45167)
H (-0.60991, 2.64039, 1.76126)
H (-3.25030, 1.65528, 0.42683)
H (-2.43004, 0.76017, 1.76676)
H (-0.85609, 1.40515, -0.58143)

## Properties
**E_HOMO (alpha / beta)**: -9.2 / -9.2 eV
**2S+1**: 4
**Molar mass**: 1040.9 Da
**Charge**: +1
**Expectation value of S²**: 3.752



DFT (ωB97M-V with the def2-TZVPD basis set) results for a structure of composition C45H39Cl2N7OSTa.

CARTESIAN COORDINATES (ANGSTROEM)
Ta (-0.12656, -0.63084, 0.35178)
C (-6.06570, -3.94478, -2.04234)
C (-5.07657, -3.00744, -1.40788)
C (-5.24922, -2.53865, -0.10667)
C (-4.29802, -1.73562, 0.48468)
C (-3.14073, -1.33893, -0.19225)
N (-2.17212, -0.56477, 0.46158)
C (-2.66139, 0.46012, 1.30872)
C (-3.44336, 1.50131, 0.80869)
C (-3.88969, 2.51599, 1.63164)
C (-3.55566, 2.55636, 2.98666)
C (-4.01581, 3.67973, 3.87332)
C (-2.76997, 1.53193, 3.49102)
C (-2.34912, 0.49815, 2.66526)
N (-1.61343, -0.58205, 3.21682)
C (-1.83213, -1.25202, 4.36146)
C (-0.88201, -2.24548, 4.44849)
C (-0.11859, -2.11210, 3.28893)
N (-0.55696, -1.08937, 2.55671)
C (-2.99522, -1.76733, -1.50824)
C (-3.94014, -2.60887, -2.08910)
N (-1.89718, -1.34645, -2.31289)
C (-1.88816, -1.28528, -3.66213)
C (-0.71558, -0.69450, -4.05842)
C (-0.05524, -0.39318, -2.86893)
N (-0.76835, -0.78551, -1.82010)
H (-7.03646, -3.87800, -1.55357)
H (-5.72603, -4.97932, -1.96284)
H (-6.20279, -3.72274, -3.10048)
H (-6.12913, -2.82539, 0.45565)
H (-4.43562, -1.40094, 1.50534)
H (-3.69564, 1.49584, -0.24400)
H (-4.49662, 3.30881, 1.21222)
H (-4.63114, 4.38767, 3.32134)
H (-3.16645, 4.22441, 4.28801)
H (-4.60482, 3.30286, 4.71049)
H (-2.47154, 1.53032, 4.53315)
H (-2.65593, -0.98929, 5.00277)
H (-0.77137, -2.97776, 5.22764)
H (0.70344, -2.71272, 2.93728)
H (-3.77738, -2.98610, -3.09017)
H (-2.72314, -1.63225, -4.24204)
H (-0.38357, -0.49773, -5.06182)
H (0.88396, 0.10260, -2.71565)
S (0.35432, 4.05014, -0.05685)
C (-0.75408, 3.59372, -1.27645)
C (-0.90516, 2.24160, -1.35397)
C (-0.11045, 1.51123, -0.41436)
C (0.60823, 2.39585, 0.34458)
C (1.50603, 1.91823, 1.37707)
C (2.38681, 2.72336, 2.09252)
C (3.21798, 2.15089, 3.03300)
C (3.15177, 0.78081, 3.24847)
C (2.24714, 0.04601, 2.51339)
N (1.43861, 0.58589, 1.59353)
H (-1.23985, 4.35200, -1.87080)
H (-1.57201, 1.78105, -2.07157)
H (2.41507, 3.78643, 1.89682)
H (3.91051, 2.76358, 3.59502)
H (3.78044, 0.28617, 3.97418)
H (2.15790, -1.01714, 2.65750)
C (3.66716, -0.00443, -7.25684)
C (3.55224, -0.19035, -5.76911)
C (3.89413, 0.82972, -4.89116)
C (3.80714, 0.66216, -3.51396)
C (4.16943, 1.78005, -2.57182)
C (3.35140, -0.56142, -3.02206)
C (3.27841, -0.71516, -1.54033)
O (2.27981, -0.57605, -0.86335)
C (2.99120, -1.60677, -3.87704)
C (2.47434, -2.91015, -3.33388)
C (3.10292, -1.39891, -5.24395)
H (4.00130, 1.00124, -7.50585)
H (2.70823, -0.17542, -7.74845)
H (4.38022, -0.71236, -7.68169)
H (4.23994, 1.77902, -5.28427)
H (4.48210, 2.66560, -3.12149)
H (4.99173, 1.49368, -1.91049)
H (3.32377, 2.05863, -1.93809)
H (4.22773, -0.94182, -1.02266)
H (3.16309, -3.34773, -2.60730)
H (2.32880, -3.63384, -4.13431)
H (1.51854, -2.77192, -2.82752)
H (2.83266, -2.20451, -5.91861)
Cl (3.33076, -2.81368, 1.30192)
C (2.30444, -3.95331, 0.47895)
C (2.83698, -5.21260, 0.26150)
C (2.07877, -6.18296, -0.36954)
C (0.78578, -5.88134, -0.76150)
C (0.26950, -4.61927, -0.53051)
Cl (-1.35973, -4.31748, -1.02271)
C (1.00434, -3.58845, 0.08442)
N (0.46319, -2.34843, 0.30964)
H (3.84414, -5.42116, 0.59393)
H (2.48725, -7.16853, -0.54272)
H (0.16200, -6.62158, -1.24259)

## Properties
**E_HOMO**: -10.0 eV
**Molar mass**: 977.8 Da
**Charge**: +1



DFT (ωB97M-V with the def2-TZVPD basis set) results for a cluster of 2 separate species, C2H3N3 in total.

CARTESIAN COORDINATES (ANGSTROEM)
N (-1.43894, -0.21667, 0.24767)
C (0.57530, 1.18806, 0.04872)
C (1.46303, 0.37583, -0.10692)
N (0.23329, -1.75105, -0.11591)
N (-0.77275, -1.23592, 0.01261)
H (-2.41066, -0.28799, -0.03263)
H (-0.05123, 2.03764, 0.19505)
H (2.40196, -0.10991, -0.24860)

## Properties
**E_HOMO**: -10.0 eV
**Molar mass**: 69.1 Da



DFT (ωB97M-V with the def2-TZVPD basis set) results for a cluster of 2 separate species, C20H24N6O4S2 in total.

CARTESIAN COORDINATES (ANGSTROEM)
O (2.98535, -0.60034, 3.29548)
O (-0.09792, 0.74275, -0.59617)
O (3.32585, -0.40212, 0.08806)
N (-2.65960, -1.81805, -1.57294)
N (-3.61003, -1.83904, 0.48928)
N (-8.75458, -1.96334, 0.58824)
O (3.69730, 3.56858, 2.19462)
S (1.08923, 1.94236, -3.10953)
S (-0.86719, -1.92277, 0.48400)
C (1.87279, -0.29966, 2.88599)
C (0.33973, -0.13118, -1.34149)
C (3.33054, 0.82132, 0.18130)
C (-2.45486, -1.83643, -0.27540)
C (-4.57486, -1.82794, -0.38306)
C (1.96979, 1.47828, -4.55807)
C (2.16685, 0.12350, -4.63796)
C (1.60229, -0.58434, -3.50010)
C (0.99109, 0.26133, -2.59752)
C (-7.81993, -1.93402, 1.55177)
C (-8.35315, -1.94078, -0.69111)
C (-6.45502, -1.88447, 1.26299)
C (-7.00401, -1.88747, -1.05508)
C (-6.01180, -1.85997, -0.06504)
N (-4.01066, -1.80491, -1.63772)
N (3.88567, 1.52076, -0.81578)
N (1.63430, 0.72247, 2.05751)
C (0.67810, -1.06452, 3.40462)
C (0.28423, -1.60142, -0.92304)
C (3.93818, 2.97346, -0.98055)
C (5.08212, 1.67623, 2.36177)
C (2.65802, 1.54059, 1.37144)
C (3.63536, 2.17646, 2.39262)
H (4.17438, 3.93536, 2.94268)
H (2.31162, 2.19017, -5.30290)
H (2.68705, -0.36777, -5.45665)
H (1.67245, -1.66299, -3.38384)
H (-8.13652, -1.95101, 2.58986)
H (-9.10513, -1.96558, -1.47340)
H (-5.74048, -1.86898, 2.08082)
H (-6.76133, -1.87549, -2.11081)
H (-4.55327, -1.78605, -2.49736)
H (4.29232, 0.95197, -1.54260)
H (0.68050, 0.84942, 1.75271)
H (0.72505, -1.08331, 4.49178)
H (0.72820, -2.08083, 3.01899)
H (-0.25080, -0.59371, 3.08926)
H (1.29160, -1.90782, -0.63029)
H (-0.01917, -2.20831, -1.77840)
H (4.64855, 3.40637, -0.27442)
H (2.95466, 3.41493, -0.81128)
H (4.25952, 3.21733, -1.99457)
H (5.62655, 2.08744, 3.21052)
H (5.09750, 0.58924, 2.44052)
H (5.57635, 1.97566, 1.43829)
H (2.10329, 2.36750, 0.93316)
H (3.24395, 2.02110, 3.39879)

## Properties
**E_HOMO**: -8.7 eV
**Molar mass**: 476.6 Da
**Structure (SMILES)**: O=C(CSc1n[nH]c(-c2ccncc2)n1)c1cccs1.CNC(=O)[C@@H](NC(C)=O)[C@@H](C)O



Q: What is the molar mass in the first record?
A: 1040.9 Da



Q: The lowest molar mass belongs to which entry?
A: C2H3N3



Q: The highest molar mass belongs to which entry?
A: C37H42ErF3NO4P2SSe2